{
  "formula": "C4H7N3S",
  "method": "ωB97M-V/def2-TZVPD",
  "relative_energy_kcal_mol": 87.4,
  "gap_ha": 0.33811,
  "e_lumo_ev": 0.4,
  "e_tot_ha": -718.96326,
  "fmax_ev_per_a": 4.18,
  "smiles": "[H]/N=C/N(C=C)NC=S",
  "species": ["H", "N", "C", "N", "C", "C", "N", "C", "S", "H", "H", "H", "H", "H", "H"],
  "positions_angstrom": [[1.9016, -2.8690, -0.4322], [1.7745, -1.8928, -0.5641], [0.8236, -1.5905, 0.2635], [0.3294, -0.3342, 0.1327], [0.8661, 0.7152, -0.6074], [0.4646, 1.9587, -0.6687], [-0.7706, 0.0903, 0.8960], [-2.0790, -0.0078, 0.4507], [-2.8095, -0.8772, -0.7638], [0.1584, -2.2798, 0.7880], [1.8725, 0.3461, -0.9830], [-0.3749, 2.2874, -0.0437], [1.0963, 2.7324, -1.2230], [-0.6292, 0.8524, 1.6707], [-2.6236, 0.8688, 1.0842]],
  "forces_ev_per_a": [[0.655, -1.148, -0.169], [-1.046, 0.214, 1.850], [0.716, -0.494, -2.984], [-2.592, 2.663, 1.678], [3.549, -2.145, -0.482], [0.244, 2.183, -0.076], [-0.815, 0.377, 1.141], [-0.532, 2.165, 0.668], [1.185, 0.853, 1.507], [0.413, 0.183, 0.422], [-1.535, 0.779, -0.151], [0.197, 0.129, -0.768], [-1.163, -1.321, 0.885], [0.145, -2.060, -2.159], [0.579, -2.378, -1.362]],
  "mulliken_charge": [0.2409, -0.6286, 0.1690, 0.2843, -0.1029, -0.6569, -0.6351, -0.1395, -0.2478, 0.3356, 0.3296, 0.2336, 0.2231, 0.3462, 0.2484]
}

{
  "formula": "C20H27N3O3",
  "method": "ωB97M-V/def2-TZVPD",
  "relative_energy_kcal_mol": 62.5,
  "gap_ha": 0.33998,
  "e_lumo_ev": 0.8,
  "e_tot_ha": -1168.31450,
  "fmax_ev_per_a": 1.02,
  "smiles": "CCOc1ccccc1-c1noc(CCCC(=O)NC2CCCCC2)n1",
  "species": ["C", "C", "O", "C", "C", "C", "C", "C", "C", "C", "N", "O", "C", "C", "C", "C", "C", "O", "N", "C", "C", "C", "C", "C", "C", "N", "H", "H", "H", "H", "H", "H", "H", "H", "H", "H", "H", "H", "H", "H", "H", "H", "H", "H", "H", "H", "H", "H", "H", "H", "H", "H", "H"],
  "positions_angstrom": [[4.0714, -1.9298, 0.0683], [2.5957, -1.8757, 0.4476], [1.8528, -1.0328, -0.4090], [1.4868, -1.4222, -1.6434], [1.6528, -2.6937, -2.1859], [1.1428, -2.9913, -3.4376], [0.4495, -2.0420, -4.1685], [0.2813, -0.7724, -3.6469], [0.8079, -0.4502, -2.4050], [0.6547, 0.8853, -1.8544], [-0.4432, 1.5897, -1.9537], [-0.1845, 2.7480, -1.2794], [1.0755, 2.6508, -0.8236], [1.6356, 3.7485, -0.0054], [1.6768, 3.3531, 1.4777], [0.3123, 2.8792, 1.9863], [0.1554, 1.3738, 1.7750], [0.9949, 0.5858, 2.1629], [-0.9857, 0.9934, 1.1724], [-1.2927, -0.4047, 0.9214], [-2.3052, -0.5362, -0.2146], [-3.6913, -0.0384, 0.1926], [-4.1778, -0.7497, 1.4514], [-3.1835, -0.5485, 2.5909], [-1.8111, -1.0835, 2.1955], [1.6345, 1.5351, -1.1583], [4.2075, -2.3721, -0.9164], [4.6173, -2.5194, 0.7997], [4.4758, -0.9214, 0.0507], [2.4734, -1.4075, 1.4281], [2.1587, -2.8825, 0.4780], [2.1740, -3.4611, -1.6354], [1.2863, -3.9832, -3.8411], [0.0477, -2.2884, -5.1391], [-0.2493, -0.0114, -4.1979], [2.6474, 3.9641, -0.3503], [1.0087, 4.6318, -0.1425], [2.3904, 2.5392, 1.6180], [2.0171, 4.2172, 2.0503], [-0.4966, 3.4353, 1.5094], [0.2551, 3.0441, 3.0649], [-1.6495, 1.6788, 0.8510], [-0.3451, -0.8769, 0.6364], [-2.3696, -1.5907, -0.4900], [-1.9510, 0.0153, -1.0880], [-3.6670, 1.0388, 0.3751], [-4.3896, -0.2111, -0.6285], [-5.1598, -0.3678, 1.7389], [-4.2803, -1.8178, 1.2467], [-3.5339, -1.0633, 3.4878], [-3.1069, 0.5153, 2.8272], [-1.0903, -0.9190, 2.9975], [-1.8762, -2.1578, 2.0130]],
  "forces_ev_per_a": [[-0.412, 0.080, -0.066], [0.352, -0.231, 0.298], [-0.128, 0.037, -0.242], [-0.238, 0.047, -0.267], [0.173, -0.015, 0.302], [-0.081, 0.082, -0.085], [-0.053, -0.121, -0.128], [0.115, -0.027, 0.155], [0.083, -0.370, -0.028], [-0.376, 0.836, 0.289], [-0.337, -0.799, -0.542], [0.366, 0.507, 0.245], [0.115, -0.362, -0.425], [-0.033, 0.060, 0.207], [-0.087, 0.093, -0.026], [0.318, -0.162, 0.062], [-0.343, 0.554, 0.091], [0.330, -0.243, 0.164], [-0.383, -0.099, -0.243], [0.214, -0.522, 0.035], [0.029, 0.249, -0.018], [-0.007, -0.357, -0.047], [-0.024, 0.351, 0.089], [-0.029, -0.346, -0.076], [0.050, 0.274, 0.040], [0.399, 0.472, 0.286], [0.075, -0.049, -0.061], [0.078, -0.075, 0.066], [0.072, 0.081, 0.010], [-0.034, -0.155, -0.113], [-0.022, 0.114, 0.016], [0.053, -0.032, 0.085], [0.013, -0.073, -0.022], [-0.030, -0.017, -0.085], [-0.041, 0.087, -0.060], [-0.077, 0.039, -0.080], [0.084, 0.021, -0.014], [0.024, 0.081, 0.055], [0.032, -0.050, 0.000], [-0.058, 0.032, 0.044], [-0.071, -0.033, -0.046], [0.199, 0.119, 0.046], [-0.166, 0.071, 0.002], [0.008, -0.064, 0.001], [-0.019, -0.126, 0.042], [-0.074, 0.118, -0.030], [-0.010, 0.121, -0.025], [-0.051, -0.081, -0.011], [-0.054, -0.081, -0.014], [0.007, 0.086, 0.059], [-0.025, 0.060, 0.071], [0.054, -0.085, -0.011], [0.020, -0.097, 0.007]],
  "mulliken_charge": [-1.3198, -0.6318, 0.1075, 0.7570, -0.6993, -0.7253, -0.7304, -0.6276, 0.3130, 0.6309, -0.5153, -0.1954, 0.7292, -0.9879, -0.7087, -0.6010, 0.1453, -0.6362, 0.3198, 0.6108, -0.5641, -0.7255, -0.7453, -0.7213, -0.8545, -0.4398, 0.3387, 0.4303, 0.3064, 0.3043, 0.5355, 0.4181, 0.4061, 0.3995, 0.5004, 0.3392, 0.3099, 0.3976, 0.3845, 0.2851, 0.4510, 0.3617, -1.0301, 0.4723, 0.2138, 0.3107, 0.4034, 0.3757, 0.3244, 0.4009, 0.2706, 0.4738, 0.4317]
}

{
  "formula": "C8H12O",
  "method": "ωB97M-V/def2-TZVPD",
  "relative_energy_kcal_mol": 89.6,
  "gap_ha": [0.29486, 0.29481],
  "e_lumo_ev": [-0.5, -0.5],
  "e_tot_ha": -387.12014,
  "fmax_ev_per_a": 5.35,
  "species": ["C", "C", "C", "C", "C", "C", "C", "C", "O", "H", "H", "H", "H", "H", "H", "H", "H", "H", "H", "H", "H"],
  "positions_angstrom": [[1.3752, 1.3576, -1.3230], [-1.4456, 1.7845, 0.5319], [-1.7629, -1.6775, 0.1235], [1.0011, 0.8191, 0.0597], [-0.5575, 0.6420, 0.2102], [-0.6843, -0.6631, 0.1627], [0.8725, -1.1636, -0.1662], [1.5842, -1.7454, 0.8246], [1.6008, 1.2532, 1.0740], [0.8637, -1.6255, -1.1527], [1.3646, 2.4486, -1.2915], [0.6922, 1.0165, -2.1041], [2.3871, 1.0191, -1.5549], [-0.9514, 2.4275, 1.2666], [-2.4118, 1.4564, 0.9211], [-1.6244, 2.3856, -0.3645], [-2.7304, -1.1945, 0.2886], [-1.7894, -2.1874, -0.8444], [-1.6053, -2.4358, 0.8961], [1.7601, -1.2075, 1.7518], [2.0616, -2.7099, 0.6905]],
  "forces_ev_per_a": [[0.757, -1.190, -0.221], [-0.159, 0.044, -0.124], [-0.056, -0.058, 0.325], [-2.282, 4.480, 1.829], [1.471, 0.394, 0.558], [2.907, -0.130, -1.090], [-2.950, -2.356, 0.447], [0.154, 0.330, -0.499], [-0.175, -1.389, -1.424], [0.315, -0.227, 0.012], [-0.056, -0.127, 0.241], [0.059, -0.046, 0.101], [0.017, 0.232, -0.195], [-0.107, -0.106, -0.031], [0.052, 0.065, -0.002], [-0.026, 0.042, 0.052], [0.078, -0.080, -0.017], [0.021, 0.053, 0.061], [-0.111, 0.038, -0.080], [-0.502, -0.265, 0.222], [0.594, 0.296, -0.165]],
  "mulliken_charge": [-1.4012, -1.4224, -1.2804, 1.2803, 0.1272, 0.5704, -0.5182, -0.6994, -0.6789, 0.4273, 0.3752, 0.3459, 0.3537, 0.3106, 0.3749, 0.3015, 0.3376, 0.2806, 0.3201, 0.2817, 0.3134]
}

{
  "formula": "C4H8O2",
  "method": "ωB97M-V/def2-TZVPD",
  "relative_energy_kcal_mol": 109.1,
  "gap_ha": 0.31308,
  "e_lumo_ev": -0.2,
  "e_tot_ha": -307.53856,
  "fmax_ev_per_a": 0.39,
  "species": ["C", "C", "C", "O", "C", "O", "H", "H", "H", "H", "H", "H", "H", "H"],
  "positions_angstrom": [[-1.9024, -0.3534, 0.5922], [-0.4192, -0.3108, 0.6290], [0.3874, -0.9050, -0.3718], [1.7007, -0.5901, -0.3418], [1.7582, 0.9691, -0.4505], [0.5376, 1.4570, -0.5262], [-2.2806, -0.7107, 1.5567], [-2.2984, 0.6577, 0.4418], [-2.2743, -0.9991, -0.2085], [0.0522, 0.2213, 1.4489], [0.0888, -1.8305, -0.8684], [-0.0581, 0.0372, -0.9941], [2.3367, 1.2497, 0.4469], [2.3715, 1.1077, -1.3541]],
  "forces_ev_per_a": [[0.019, -0.050, -0.065], [-0.050, -0.138, -0.150], [-0.103, -0.252, 0.285], [-0.019, -0.071, -0.028], [0.302, 0.234, 0.041], [0.020, -0.050, -0.063], [0.064, 0.070, -0.108], [0.073, -0.121, 0.052], [0.061, 0.088, 0.103], [-0.014, -0.002, -0.149], [0.014, 0.168, 0.061], [-0.152, 0.190, 0.012], [-0.113, -0.041, -0.104], [-0.102, -0.024, 0.113]],
  "mulliken_charge": [-1.1688, 0.2577, -0.4141, -0.4565, -0.2016, -0.6900, 0.3670, 0.2913, 0.3270, 0.3246, 0.4109, 0.4099, 0.2493, 0.2931]
}

{
  "formula": "C16H22N2O5S",
  "method": "ωB97M-V/def2-TZVPD",
  "relative_energy_kcal_mol": 48.5,
  "gap_ha": 0.35750,
  "e_lumo_ev": 0.6,
  "e_tot_ha": -1506.75991,
  "fmax_ev_per_a": 1.07,
  "smiles": "Cc1ccc(C(=O)N2CCOCC2)cc1S(=O)(=O)N1CCOCC1",
  "species": ["C", "C", "C", "C", "C", "C", "O", "N", "C", "C", "O", "C", "C", "C", "C", "S", "O", "O", "N", "C", "C", "O", "C", "C", "H", "H", "H", "H", "H", "H", "H", "H", "H", "H", "H", "H", "H", "H", "H", "H", "H", "H", "H", "H", "H", "H"],
  "positions_angstrom": [[2.5404, -2.6374, 0.1980], [1.5296, -1.6093, 0.5861], [1.3647, -1.2824, 1.9319], [0.4555, -0.3287, 2.3434], [-0.3563, 0.3089, 1.4116], [-1.2891, 1.3970, 1.8437], [-0.8728, 2.3817, 2.4284], [-2.5902, 1.2476, 1.5065], [-3.2189, 0.0341, 1.0355], [-4.2117, -0.4580, 2.1000], [-5.1575, 0.5327, 2.4211], [-4.5285, 1.6980, 2.9086], [-3.5518, 2.2680, 1.8772], [-0.1965, 0.0007, 0.0678], [0.7389, -0.9342, -0.3343], [0.8159, -1.1564, -2.1251], [-0.4302, -0.6708, -2.6441], [1.2080, -2.4948, -2.4642], [1.9856, -0.1466, -2.7569], [1.7932, 1.2632, -2.5283], [2.4170, 1.6910, -1.1767], [3.2144, 0.6562, -0.6427], [4.1238, 0.1621, -1.5993], [3.3630, -0.5760, -2.7213], [2.6061, -3.4084, 0.9630], [3.5194, -2.1672, 0.1129], [2.2834, -3.0912, -0.7538], [1.9761, -1.7861, 2.6662], [0.3628, -0.0739, 3.3884], [-2.4742, -0.7356, 0.8392], [-3.7629, 0.2546, 0.1101], [-4.7775, -1.3136, 1.7288], [-3.6545, -0.7531, 3.0037], [-5.3271, 2.4098, 3.1211], [-3.9852, 1.4702, 3.8383], [-3.0043, 3.1165, 2.2891], [-4.1009, 2.5753, 0.9810], [-0.7992, 0.4795, -0.6882], [2.2591, 1.8053, -3.3579], [0.7199, 1.4441, -2.5539], [1.6574, 1.8909, -0.4198], [3.0297, 2.5953, -1.3129], [4.7998, -0.5071, -1.0653], [4.7103, 0.9949, -2.0148], [3.8216, -0.3716, -3.6957], [3.3445, -1.6538, -2.5654]],
  "forces_ev_per_a": [[0.081, -0.121, -0.034], [0.035, -0.097, 0.158], [-0.039, -0.018, -0.169], [-0.143, 0.124, -0.100], [0.365, -0.040, -0.129], [0.057, -0.031, -0.099], [0.215, 0.080, 0.198], [-0.215, 0.083, -0.081], [-0.338, -0.401, 0.199], [0.237, -0.150, -0.288], [-0.165, -0.002, -0.028], [0.171, 0.273, -0.115], [-0.169, 0.177, 0.312], [-0.212, 0.177, 0.267], [-0.100, -0.048, -0.640], [-0.023, -0.063, -0.574], [0.004, 0.261, 0.239], [0.157, 0.098, 0.234], [-0.743, -0.699, 0.315], [-0.113, 0.407, 0.117], [0.023, 0.255, 0.028], [0.116, -0.129, 0.123], [0.098, 0.097, -0.075], [0.345, -0.240, 0.109], [0.043, -0.025, 0.033], [0.139, 0.011, -0.022], [0.138, -0.108, 0.111], [0.060, -0.077, 0.057], [0.005, 0.034, 0.106], [-0.116, 0.050, -0.010], [0.052, -0.079, 0.018], [0.093, -0.006, 0.026], [-0.031, -0.006, -0.076], [0.096, 0.008, 0.031], [-0.039, 0.039, -0.056], [-0.109, -0.058, -0.075], [0.009, 0.014, 0.053], [-0.149, 0.083, -0.003], [-0.099, -0.066, 0.037], [0.071, 0.255, -0.057], [0.055, 0.061, -0.110], [-0.103, -0.069, 0.031], [0.017, 0.041, -0.117], [0.012, -0.073, 0.041], [-0.035, -0.073, 0.077], [0.244, 0.052, -0.065]],
  "mulliken_charge": [-1.8773, 1.0109, -1.0274, -0.7560, 0.3271, 0.1437, -0.6830, 0.0787, -0.3224, -0.7509, -0.3737, -0.5509, -0.7704, -0.3660, 0.4658, 1.2607, -0.7401, -0.7863, 0.0634, -0.6945, -0.3946, -0.3590, -0.4317, -0.6092, 0.5745, 0.2017, 0.3542, 0.4621, 0.5117, 0.3545, 0.2316, 0.3497, 0.3418, 0.3592, 0.3163, 0.4636, 0.3055, 0.6576, 0.3680, 0.3783, 0.1730, 0.4135, 0.3304, 0.3222, 0.3573, 0.3165]
}